CH5N3OS2 | wB97M-V/def2-TZVPD

Relative energy (zero: lowest compared OMol25 entry of this formula, charge and spin) = 2.0 kcal/mol
Highest occupied orbital energy = -8.59 eV
SMILES = ON/C(=N/S)NS
Kohn-Sham gap = 0.3372 Eh
Charge = 0

Last column: Löwdin charge in e.
Geometry (Å):
1 S -2.31727 -1.02263 -0.04855  0.692
2 N -1.36288 0.37963 -0.17228  -0.376
3 N 0.61865 1.51877 -0.06020  -0.054
4 H -0.85699 2.47393 0.37983  0.082
5 H 2.52913 -1.21961 -1.25022  -0.131
6 H 1.52331 1.48512 0.41135  0.110
7 H 0.17909 -1.68660 -0.02995  0.051
8 H -2.65200 -0.90263 1.25562  -0.146
9 N 0.67181 -0.79439 0.13884  -0.406
10 C -0.07709 0.35182 -0.06655  -0.600
11 S 2.33602 -0.96257 0.06234  0.774
12 O -0.00664 2.72177 0.00843  0.004

C5H11NO | wB97M-V/def2-TZVPD

Relative energy (zero: lowest compared OMol25 entry of this formula, charge and spin) = 120.6 kcal/mol
Highest occupied orbital energy (spin up / spin down) = -14.62 / -12.62 eV
Kohn-Sham gap (spin up / spin down) = 0.3625 / 0.1455 Eh
Charge = +1
Spin multiplicity = 2

Last column: Löwdin spin population.
Geometry (Å):
1 C -1.49253 -3.01825 -1.27058  0.276
2 N 0.55389 0.93916 -0.39177  0.281
3 H -0.56922 -3.71229 -1.35242  0.020
4 H -0.64646 0.43929 1.20549  0.035
5 H -1.82312 -0.80995 -1.12062  0.015
6 H -2.48936 -3.44526 -1.20475  0.014
7 C 0.39809 2.36634 0.17761  0.008
8 C 0.26333 -0.01985 0.59797  0.056
9 H 0.40740 0.89800 -1.45728  0.003
10 H -0.61156 2.30820 0.64768  0.005
11 H 0.47640 3.05194 -0.64911  0.000
12 H 0.75288 -1.82633 -0.02228  0.014
13 C -1.32311 -1.78075 -0.72688  0.188
14 H 2.09791 1.83382 0.85440  0.000
15 C -0.19240 -1.54741 0.32960  0.042
16 O 1.51301 2.59257 1.09375  0.011
17 H -0.56098 -2.10340 1.16898  0.006
18 H 1.06446 0.05074 1.27589  0.025

C2H3BrOS | wB97M-V/def2-TZVPD

Relative energy (zero: lowest compared OMol25 entry of this formula, charge and spin) = 33.9 kcal/mol
Highest occupied orbital energy (spin up / spin down) = -9.44 / -9.44 eV
SMILES = OCC(=S)Br
Kohn-Sham gap (spin up / spin down) = 0.3200 / 0.3199 Eh
Charge = 0

Last column: Löwdin charge in e.
Geometry (Å):
1 H 0.61415 1.48798 0.64102  -0.010
2 C -0.31105 -0.16738 -1.01709  -1.187
3 H -0.72913 -0.21384 1.19949  0.052
4 H 0.69986 -1.22837 0.96219  0.146
5 C 0.13140 -0.25151 0.69044  -0.286
6 Br -1.21412 -1.65914 -1.74892  0.660
7 O 1.01752 0.74615 0.98441  -0.065
8 S -0.20863 1.28612 -1.71154  0.690